(1)
{
  "formula": "C24H22F3N2O6S3",
  "method": "ωB97M-V with the def2-TZVPD basis set",
  "elements": ["C", "C", "O", "C", "C", "N", "C", "C", "C", "C", "C", "C", "C", "O", "H", "H", "H", "H", "H", "H", "H", "H", "H", "H", "H", "H", "F", "C", "F", "F", "S", "N", "S", "C", "C", "C", "C", "C", "C", "O", "O", "S", "C", "C", "C", "C", "C", "C", "O", "O", "H", "H", "H", "H", "H", "H", "H", "H", "H", "H"],
  "xyz": [[1.55886, 3.71035, -2.34157], [0.16509, 3.90590, -1.81207], [-0.33390, 2.61447, -1.36027], [-1.62668, 2.71374, -0.97906], [-2.32938, 1.41974, -0.84286], [-3.51654, 1.43289, -1.31130], [-4.58745, 1.34161, -2.00196], [-5.47281, 2.46405, -2.31751], [-6.68791, 2.25273, -3.01683], [-7.57905, 3.30080, -3.22669], [-7.26482, 4.59098, -2.77671], [-6.03077, 4.82961, -2.15943], [-5.13727, 3.77856, -1.93490], [-2.17069, 3.80924, -0.84455], [2.06532, 4.67918, -2.34691], [2.13753, 2.99739, -1.74693], [1.52291, 3.35387, -3.37828], [0.14253, 4.59937, -0.96284], [-0.50116, 4.27308, -2.60446], [-1.77201, 0.56580, -0.44162], [-4.93361, 0.37618, -2.40938], [-6.90985, 1.24588, -3.37977], [-8.52094, 3.11277, -3.74411], [-7.96830, 5.40800, -2.91905], [-5.74581, 5.83473, -1.84881], [-4.16597, 3.96020, -1.46953], [-0.55193, -2.47279, -0.63034], [0.14822, -2.77795, 0.50939], [-0.49775, -3.77062, 1.15846], [1.37212, -3.23854, 0.14281], [0.19283, -1.22366, 1.46332], [1.66378, -1.55486, 2.40689], [1.63397, -2.39829, 4.02297], [2.64503, -3.87141, 3.76925], [2.07726, -5.09757, 4.12905], [2.87531, -6.24432, 4.15277], [4.22539, -6.16605, 3.79306], [4.77351, -4.94599, 3.38516], [3.98368, -3.79342, 3.38561], [2.32536, -1.52049, 4.92478], [0.26267, -2.77258, 4.24237], [2.80959, -0.30761, 2.18232], [2.85349, -0.26227, 0.40023], [3.83397, -0.98421, -0.28009], [3.74047, -1.07577, -1.66798], [2.71075, -0.41907, -2.34404], [1.81220, 0.39190, -1.65135], [1.92244, 0.52793, -0.27635], [2.26203, 0.90923, 2.71530], [4.06480, -0.83663, 2.64447], [1.02288, -5.13435, 4.39291], [2.43689, -7.19617, 4.45616], [4.85037, -7.05818, 3.82664], [5.81862, -4.88556, 3.07613], [4.40747, -2.84487, 3.07997], [4.60914, -1.49665, 0.28849], [4.46876, -1.67667, -2.21170], [2.62185, -0.50597, -3.42417], [1.01377, 0.92579, -2.16466], [1.27374, 1.20656, 0.27955]],
  "nbo_charge": [-0.63, -0.07, -0.56, 0.72, -0.27, -0.37, -0.12, -0.03, -0.25, -0.22, -0.29, -0.20, -0.24, -0.69, 0.21, 0.21, 0.20, 0.19, 0.19, 0.11, 0.10, 0.19, 0.19, 0.19, 0.19, 0.26, -0.32, 0.82, -0.32, -0.32, 0.48, -1.09, 2.26, -0.23, -0.21, -0.22, -0.19, -0.21, -0.21, -0.88, -0.89, 2.31, -0.36, -0.18, -0.23, -0.20, -0.15, -0.19, -0.90, -0.95, 0.25, 0.22, 0.22, 0.22, 0.27, 0.24, 0.21, 0.22, 0.25, 0.26],
  "orbital_gap_ha": 0.14614,
  "multiplicity": 1,
  "charge": -1,
  "e_homo_ev": -2.33,
  "lumo_ha": 0.06061,
  "relative_energy_kcal_mol": 0.0
}

---

(2)
{
  "formula": "C24H22GdN5O2",
  "method": "ωB97M-V with the def2-TZVPD basis set",
  "elements": ["Gd", "N", "C", "C", "C", "C", "C", "C", "C", "C", "N", "C", "H", "H", "H", "H", "H", "H", "H", "H", "N", "C", "C", "C", "O", "O", "H", "H", "H", "H", "H", "H", "C", "C", "N", "C", "C", "C", "C", "C", "C", "C", "C", "C", "N", "C", "H", "H", "H", "H", "H", "H", "H", "H"],
  "xyz": [[0.59579, -0.82420, -0.60427], [0.80635, -0.23427, 1.91867], [1.17940, 1.12111, 2.21852], [1.17296, 1.57662, 3.59888], [1.56228, 2.82929, 3.88307], [1.98183, 3.72995, 2.80683], [1.98121, 3.31905, 1.45677], [2.35868, 4.15043, 0.41254], [2.33159, 3.63897, -0.92074], [1.93267, 2.36617, -1.13274], [1.53084, 1.51558, -0.10023], [1.56439, 1.97765, 1.14393], [-0.00951, -0.47574, 2.48316], [1.53685, -0.86673, 2.25845], [0.87425, 0.89644, 4.38647], [1.57663, 3.17664, 4.90662], [2.29683, 4.73710, 3.04155], [2.67234, 5.16467, 0.61480], [2.62785, 4.25523, -1.75774], [1.90692, 1.95184, -2.13345], [3.30440, -0.61461, -1.29788], [4.08293, -1.79125, -0.81209], [3.37861, -3.10068, -1.21880], [1.93910, -2.78379, -1.00688], [1.24972, -2.34237, -1.98102], [1.47597, -2.66753, 0.17551], [3.32858, -0.62992, -2.31717], [3.80458, 0.22810, -1.02894], [4.12477, -1.73129, 0.27437], [5.10379, -1.79137, -1.19299], [3.71564, -3.91762, -0.58516], [3.55076, -3.34000, -2.26613], [-2.77317, 2.60095, -0.79742], [-1.61190, 1.88033, -0.81409], [-1.56064, 0.49337, -0.75529], [-2.73236, -0.16183, -0.69591], [-3.98536, 0.51145, -0.67868], [-3.99250, 1.92825, -0.72257], [-5.17179, -0.23249, -0.63096], [-5.15169, -1.62635, -0.61447], [-3.93146, -2.32500, -0.63224], [-3.86928, -3.73283, -0.63524], [-2.64784, -4.35145, -0.65997], [-1.49814, -3.55708, -0.66550], [-1.51569, -2.23004, -0.65888], [-2.71646, -1.60264, -0.65613], [-2.73000, 3.67929, -0.84848], [-0.66270, 2.38965, -0.88321], [-4.93257, 2.46208, -0.70961], [-6.11431, 0.29919, -0.61817], [-6.07638, -2.18856, -0.58923], [-4.78649, -4.30858, -0.61981], [-2.55591, -5.42746, -0.66990], [-0.52234, -4.02373, -0.66816]],
  "lowdin_spin": [5.03, 0.05, 0.38, 0.13, 0.18, 0.41, 0.03, 0.25, 0.10, 0.15, 0.20, 0.03, 0.01, 0.01, 0.00, 0.00, 0.02, 0.01, 0.00, 0.01, 0.00, 0.00, 0.00, 0.00, 0.00, 0.00, 0.00, 0.00, 0.00, 0.00, 0.00, 0.00, 0.00, 0.00, -0.01, 0.00, 0.00, 0.00, 0.00, 0.00, 0.00, 0.00, 0.00, 0.00, 0.00, 0.00, 0.00, 0.00, 0.00, 0.00, 0.00, 0.00, 0.00, 0.00],
  "orbital_gap_ha": [0.21155, 0.21026],
  "multiplicity": 8,
  "charge": 2,
  "e_homo_ev": [-11.86, -14.14],
  "lumo_ha": [-0.22437, -0.30947],
  "relative_energy_kcal_mol": 109.7
}

---

(3)
{
  "formula": "C24H22N11O4Pd",
  "method": "ωB97M-V with the def2-TZVPD basis set",
  "elements": ["Pd", "C", "N", "C", "C", "N", "C", "C", "C", "C", "C", "C", "N", "C", "N", "C", "C", "C", "C", "C", "C", "N", "H", "H", "H", "H", "H", "H", "H", "H", "H", "H", "H", "H", "H", "H", "H", "O", "C", "O", "C", "C", "C", "C", "C", "C", "N", "O", "O", "H", "H", "H", "H", "N", "N", "N", "C", "N", "N", "H", "H", "H"],
  "xyz": [[0.31296, 0.73826, 0.23589], [0.46703, 2.35560, 3.07258], [-0.41185, 2.33413, 1.89690], [-1.82749, 2.04521, 2.14257], [-2.14289, 0.58353, 2.07858], [-1.31470, -0.32347, 1.51622], [-1.99513, -1.47501, 1.48363], [-1.62118, -2.72929, 0.90378], [-2.52830, -3.74138, 0.97732], [-3.78991, -3.54499, 1.60453], [-4.19429, -2.30512, 2.16875], [-3.28179, -1.30135, 2.08755], [-3.29946, 0.04583, 2.46070], [1.61846, 1.39543, 2.96719], [1.84004, 0.60961, 1.89072], [2.99253, -0.02777, 2.12018], [3.70043, -0.94736, 1.28234], [4.87439, -1.44400, 1.76146], [5.36243, -1.05555, 3.03874], [4.68232, -0.13771, 3.88634], [3.51254, 0.35123, 3.39783], [2.57231, 1.26489, 3.88671], [0.90539, 3.35163, 3.19317], [-0.08171, 2.16084, 3.99917], [-0.35382, 3.22683, 1.42272], [-2.20369, 2.47491, 3.07702], [-2.40188, 2.50452, 1.33067], [-0.66298, -2.83114, 0.41137], [-2.31182, -4.71114, 0.55166], [-4.48549, -4.37417, 1.64496], [-5.17485, -2.19790, 2.61275], [-4.07687, 0.53979, 2.87996], [3.30061, -1.21228, 0.31172], [5.45966, -2.14075, 1.17774], [6.29885, -1.47231, 3.38861], [5.09875, 0.13231, 4.84752], [2.62649, 1.76607, 4.76421], [0.27403, -0.69964, -1.38550], [-0.78613, -0.17264, -1.85317], [-1.28294, 0.82101, -1.21552], [-1.42013, -0.69017, -3.07785], [-2.58962, -0.10070, -3.55535], [-3.18934, -0.59451, -4.70007], [-2.59526, -1.66862, -5.33847], [-1.42944, -2.26485, -4.89301], [-0.83734, -1.76663, -3.74631], [-3.24234, -2.20895, -6.56114], [-4.28321, -1.69516, -6.90172], [-2.70041, -3.14997, -7.09457], [-3.02033, 0.74240, -3.03321], [-4.09551, -0.17205, -5.10869], [-1.01203, -3.09365, -5.44553], [0.07774, -2.20039, -3.36857], [4.29126, 4.00703, -1.46000], [3.08572, 3.33419, -1.51990], [2.19962, 3.59692, -2.44764], [1.17889, 2.84318, -2.06406], [1.46712, 2.17568, -0.94544], [2.71200, 2.49843, -0.60440], [4.46819, 4.40936, -2.37697], [5.02164, 3.35885, -1.18395], [0.24274, 2.78294, -2.59273]],
  "lowdin_spin": [1.45, 0.02, 0.06, 0.02, 0.12, 0.14, 0.16, 0.11, 0.02, 0.29, 0.08, 0.07, 0.01, 0.12, 0.13, 0.16, 0.12, 0.02, 0.29, 0.08, 0.07, 0.01, 0.01, 0.01, 0.00, 0.00, 0.01, 0.00, 0.00, 0.01, 0.00, 0.00, 0.00, 0.00, 0.01, 0.00, 0.00, 0.13, 0.01, 0.14, 0.01, 0.00, 0.00, 0.00, 0.00, 0.00, 0.00, 0.00, 0.00, 0.00, 0.00, 0.00, 0.00, 0.00, 0.00, 0.00, 0.00, 0.08, 0.00, 0.00, 0.00, 0.00],
  "orbital_gap_ha": [0.26640, 0.13737],
  "multiplicity": 5,
  "charge": 3,
  "e_homo_ev": [-16.03, -16.03],
  "lumo_ha": [-0.32279, -0.45183],
  "relative_energy_kcal_mol": 0.0
}

---

(4)
{
  "formula": "C24H22N2O4",
  "method": "ωB97M-V with the def2-TZVPD basis set",
  "elements": ["C", "C", "C", "C", "C", "C", "O", "N", "C", "C", "C", "C", "C", "C", "C", "O", "N", "C", "C", "C", "C", "C", "C", "C", "C", "C", "O", "O", "C", "C", "H", "H", "H", "H", "H", "H", "H", "H", "H", "H", "H", "H", "H", "H", "H", "H", "H", "H", "H", "H", "H", "H"],
  "xyz": [[-6.24121, -3.49231, 0.17423], [-5.42710, -2.24108, 0.05633], [-5.74654, -1.26308, -0.87788], [-5.00300, -0.10355, -0.96295], [-3.90963, 0.10772, -0.12532], [-3.17690, 1.39662, -0.28235], [-3.68821, 2.35741, -0.82613], [-1.90347, 1.37528, 0.21277], [-0.97418, 2.39567, 0.29159], [-1.27377, 3.70263, -0.09970], [-0.33923, 4.70763, 0.02913], [0.91463, 4.43652, 0.55694], [1.23443, 3.14616, 0.92625], [0.31756, 2.10350, 0.78653], [0.68779, 0.71678, 1.15873], [-0.13064, -0.15506, 1.44886], [2.00530, 0.43027, 1.13915], [2.51294, -0.87449, 1.47125], [2.46299, -1.83845, 0.25811], [3.32695, -1.31958, -0.85558], [2.84900, -0.34264, -1.72063], [3.66545, 0.18546, -2.70478], [4.96930, -0.25994, -2.83860], [5.45085, -1.24012, -1.98787], [4.63472, -1.76426, -1.00147], [3.94688, -0.71709, 1.93631], [4.57797, 0.30168, 1.84266], [4.44156, -1.84153, 2.44819], [-3.59165, -0.86574, 0.81982], [-4.34605, -2.02052, 0.90312], [-6.79551, -3.68464, -0.74113], [-5.60574, -4.34847, 0.39112], [-6.95762, -3.39270, 0.99046], [-6.58645, -1.41182, -1.54135], [-5.25213, 0.66247, -1.68203], [-1.56537, 0.50466, 0.62529], [-2.25423, 3.91138, -0.49367], [-0.59397, 5.71304, -0.27074], [1.63826, 5.22752, 0.68119], [2.20485, 2.95753, 1.36198], [2.69693, 1.10907, 0.85843], [1.90240, -1.29961, 2.27644], [2.80141, -2.82144, 0.58644], [1.42133, -1.90744, -0.05860], [1.82968, 0.00385, -1.62498], [3.28188, 0.94638, -3.36835], [5.60746, 0.15292, -3.60550], [6.46533, -1.59620, -2.09168], [5.01374, -2.53181, -0.34091], [5.36622, -1.71696, 2.71731], [-2.77267, -0.73421, 1.51141], [-4.09258, -2.76739, 1.64215]],
  "nbo_charge": [-0.63, 0.01, -0.22, -0.16, -0.10, 0.66, -0.61, -0.65, 0.29, -0.26, -0.17, -0.25, -0.16, -0.22, 0.68, -0.67, -0.61, -0.15, -0.44, 0.06, -0.25, -0.19, -0.22, -0.20, -0.25, 0.80, -0.59, -0.68, -0.19, -0.22, 0.22, 0.22, 0.22, 0.21, 0.23, 0.44, 0.26, 0.22, 0.22, 0.21, 0.43, 0.25, 0.23, 0.24, 0.21, 0.21, 0.21, 0.21, 0.21, 0.50, 0.22, 0.21],
  "orbital_gap_ha": 0.32569,
  "multiplicity": 1,
  "smiles": "Cc1ccc(C(=O)Nc2ccccc2C(=O)N[C@@H](Cc2ccccc2)C(=O)O)cc1",
  "e_homo_ev": -8.45,
  "lumo_ha": 0.01531,
  "relative_energy_kcal_mol": 0.0
}

---

| no. | DFT total energy (eV) |
| --- | --- |
| 1 | -81165.911 |
| 2 | -57611.579 |
| 3 | -53274.582 |
| 4 | -36417.869 |